Model w:
The following is a DFT calculation (ωB97M-V with the def2-TZVPD basis set) of a structure of composition C2H7S3.

Atoms and positions in Å:
C: -0.66597 1.15215 -0.92324
C: 0.35493 1.21316 0.21517
S: -0.30297 0.65353 1.82956
H: -1.68333 1.20351 -0.52801
H: -0.63706 0.17115 -1.39753
H: -0.53922 1.96188 -1.64724
H: 0.65436 2.23138 0.45979
H: 1.25426 0.65573 -0.04811
S: 1.02804 -2.78069 -0.43693
S: -0.73049 -2.42013 0.65216
H: 1.80541 -3.04212 0.61326
H: -0.53795 -0.99956 1.21112

LUMO energy ... 3.30 eV
Net charge ... -1
E_HOMO ... -0.111 Eh
Orbital gap ... 6.3 eV

Mulliken population analysis, charges in e, atoms 1 to 8:
1 C -0.847
2 C -0.509
3 S -0.558
4 H 0.276
5 H 0.211
6 H 0.308
7 H 0.265
8 H 0.267

Model x:
The following is a DFT calculation (ωB97M-V with the def2-TZVPD basis set) of a cluster of 2 separate species, C2H7S3 in total.

Atoms and positions in Å:
C: 0.76786 -0.84885 1.42674
S: 2.02055 0.18838 2.27365
H: 1.12851 -1.33535 0.52934
H: -0.08691 -0.19701 1.38550
H: 0.56089 -1.67946 2.10145
C: -0.97414 0.14436 -1.00959
S: -2.00978 0.27261 -2.48422
S: -1.37870 2.09280 -3.32027
H: -0.19542 0.90607 -1.03565
H: -1.54449 0.06128 -0.09408
H: -0.33410 -0.74037 -1.10028
H: 2.04574 1.13554 1.32740

LUMO energy ... 2.89 eV
Net charge ... -1
E_HOMO ... -0.077 Eh
Orbital gap ... 5.0 eV

Mulliken population analysis, charges in e, atoms 1 to 8:
1 C -0.644
2 S -0.242
3 H 0.251
4 H 0.158
5 H 0.350
6 C -0.852
7 S -0.193
8 S -0.711

Which is most stable, and by how much? model w, by 0.376 eV.

Model w:
The following is a DFT calculation (ωB97M-V with the def2-TZVPD basis set) of an isolated molecule of CH2N2S2.

Atoms and positions in Å:
C: 0.49441 0.23818 -0.05430
N: 1.60385 0.84145 -0.26893
N: 2.68841 1.09620 0.15884
S: 4.16114 0.46008 0.03258
S: 4.29483 -1.25781 -0.89243
H: -0.32479 0.26305 -0.75917
H: 0.03663 -0.12009 0.85098

LUMO energy (alpha / beta) ... -0.82 / -0.82 eV
E_HOMO (alpha / beta) ... -0.303 / -0.303 Eh
Orbital gap (alpha / beta) ... 7.4 / 7.4 eV

Okay, here come the Mulliken numbers, in e, for every atom:
1 C -0.210
2 N 0.090
3 N -0.288
4 S 0.217
5 S -0.310
6 H 0.226
7 H 0.274

Model x:
The following is a DFT calculation (ωB97M-V with the def2-TZVPD basis set) of a cluster of 2 separate species, CH2N2S2 in total.

Atoms and positions in Å:
C: 1.21065 0.22659 -0.03327
N: -0.39963 1.91978 -0.10595
N: 0.22075 0.92610 0.18766
S: 2.45963 -0.66629 0.18595
S: -0.93802 -1.69759 -0.08854
H: -1.28094 2.20642 0.38382
H: -1.27244 -2.91499 -0.52967

LUMO energy (alpha / beta) ... -1.50 / -2.47 eV
E_HOMO (alpha / beta) ... -0.324 / -0.307 Eh
Orbital gap (alpha / beta) ... 7.3 / 5.9 eV

Okay, here come the Mulliken numbers, in e, for every atom:
1 C 0.480
2 N -0.769
3 N 0.309
4 S -0.263
5 S -0.156
6 H 0.259
7 H 0.139

Which is most stable, and by how much? model w, by 1.570 eV.